46
Properties=species:S:1:pos:R:3 method="wB97M-V/def2-TZVPD" total_charge=+2 homo_lumo_gap_ev=5.3877
H -1.2571 -1.9163 -2.4005
N -0.2530 -0.1054 -1.7800
B 1.2799 1.9395 -1.9387
N 0.2261 0.9666 -2.5333
C -0.1562 0.8370 -3.8169
Ti 0.1680 0.0702 0.3409
H 0.0750 1.6187 -4.5327
C -0.8488 -0.3631 -3.9644
H -1.2705 -0.7511 -4.8780
C -0.8842 -0.9356 -2.6718
H 1.6800 2.7143 -2.7697
C 1.3324 -0.9097 2.3572
H 0.9443 -1.8398 2.7917
H 0.8413 -0.0841 2.8857
H 2.4074 -0.9102 2.5666
N 2.4840 1.1419 -1.3371
N 0.5901 2.7320 -0.8151
N 2.2929 0.1825 -0.3573
N 0.0776 2.0564 0.2953
C 3.7820 1.1714 -1.7145
C 0.4664 4.0530 -0.6370
H 4.1089 1.8174 -2.5188
H 0.7178 4.7515 -1.4265
C 4.4730 0.2118 -0.9867
C -0.0872 4.2780 0.6276
C 3.5228 -0.3869 -0.1559
C -0.3346 3.0164 1.1761
H 5.5203 -0.0318 -1.0708
H -0.3067 5.2271 1.0740
H 3.7022 -1.1887 0.5439
H -0.7756 2.7484 2.1205
H 1.2056 -0.9481 1.2090
Br -3.8935 -1.8747 -0.5766
C -3.8519 -2.2088 1.2770
C -4.8029 -3.0558 1.8444
C -4.9884 -3.0735 3.2297
C -4.1658 -2.3238 4.0689
C -3.1214 -1.5708 3.5303
C -2.9623 -1.5304 2.1360
C -1.8323 -0.8116 1.4775
O -1.4805 0.3812 1.7220
O -1.1309 -1.4357 0.5717
H -5.4174 -3.6766 1.2025
H -5.7889 -3.6844 3.6357
H -4.3309 -2.3135 5.1466
H -2.4375 -0.9743 4.1403

***

84
Properties=species:S:1:pos:R:3 method="wB97M-V/def2-TZVPD" total_charge=-1 homo_lumo_gap_ev=4.0644 e_above_lowest_kcal_mol=3.6
Na 0.0929 0.4746 -0.5824
C -1.5557 1.1556 -3.5665
C -1.4012 -0.3637 -3.6436
N -0.7692 -0.8696 -2.4386
C 0.0123 -2.0785 -2.5766
C 1.4772 -1.7102 -2.8027
N 1.9958 -1.0687 -1.6043
C 3.4179 -0.7516 -1.6752
C 4.0217 -0.5250 -0.2857
C 3.8575 0.9170 0.1850
N 2.4791 1.3704 0.0552
C 2.3843 2.8281 -0.1078
C 0.4276 3.2761 -1.7237
N 0.4671 1.9407 -2.3322
C -0.2072 1.8828 -3.6313
H -2.0480 1.4092 -2.6237
H -2.1969 1.4944 -4.3861
H -0.7680 -0.6105 -4.5044
H -2.3867 -0.8194 -3.8294
H -1.4441 -0.9379 -1.6696
H -0.3297 -2.7291 -3.3959
H -0.0541 -2.6545 -1.6470
H 1.5334 -1.0026 -3.6383
H 2.0666 -2.6041 -3.0795
H 1.8539 -1.7124 -0.8281
H 3.5432 0.1569 -2.2779
H 3.9739 -1.5555 -2.1949
H 5.0861 -0.7760 -0.2934
H 3.5266 -1.1904 0.4180
H 4.4745 1.5576 -0.4517
H 4.2420 1.0197 1.2101
H 1.9639 1.1171 0.8977
H 2.9815 3.0870 -0.9949
H 2.8200 3.3544 0.7515
H 0.9928 4.0011 -2.3413
H -0.6107 3.6102 -1.7020
H 1.4349 1.6529 -2.4245
H 0.4279 1.3710 -4.3627
H -0.3696 2.8985 -4.0148
F -5.9140 -0.6390 1.7490
C -4.6399 -0.5506 1.2646
C -4.1766 0.6647 0.8115
C -2.8744 0.7271 0.3188
C -1.9935 -0.3722 0.2521
C -2.5579 -1.5666 0.7381
C -3.8549 -1.6819 1.2376
H -4.8155 1.5391 0.8600
H -2.5321 1.7024 -0.0319
H -1.9549 -2.4761 0.7289
H -4.2510 -2.6202 1.6106
N 2.8787 -4.6206 -0.6067
C 2.1492 -4.6266 0.5581
S 1.8680 -3.1953 1.3467
N 1.7240 -5.8677 0.9066
C 0.8999 -6.3452 1.9469
C 0.0309 -5.5624 2.7059
C -0.7365 -6.1501 3.6993
C -0.6631 -7.5110 3.9528
C 0.1840 -8.2941 3.1838
C 0.9547 -7.7198 2.1902
H 3.3507 -3.7464 -0.7775
H 3.4198 -5.4398 -0.8427
H 2.0987 -6.6075 0.3332
H -0.0532 -4.5066 2.5219
H -1.4048 -5.5270 4.2789
H -1.2621 -7.9580 4.7350
H 0.2498 -9.3599 3.3609
H 1.6146 -8.3395 1.5915
F -2.3989 9.2360 2.8857
C -2.9921 8.0099 2.8551
F -4.1692 8.2189 2.1646
F -3.3993 7.7526 4.1310
C -2.1346 6.9621 2.2890
C -1.1044 7.2815 1.3896
C -0.3267 6.3053 0.8336
C -0.5263 4.9066 1.1372
C -1.6087 4.6131 2.0395
C -2.3713 5.6084 2.5839
C 0.3509 3.9883 0.6581
C 0.9718 3.3357 -0.3029
H -0.9288 8.3202 1.1357
H 0.4698 6.5629 0.1451
H -1.8061 3.5755 2.2805
H -3.1782 5.3582 3.2634

***

12
Properties=species:S:1:pos:R:3 method="wB97M-V/def2-TZVPD" smiles="C1=C=NC=NC=1.N" total_charge=0 homo_lumo_gap_ev=9.0975 e_above_lowest_kcal_mol=104.3
C 0.0049 0.2684 -0.0354
C 0.9881 1.0278 0.1427
N 2.2640 1.0490 0.2459
C 2.6049 -0.2800 0.1159
N 1.7702 -1.2911 -0.0646
C 0.4429 -1.0522 -0.1402
H 3.6673 -0.4904 0.1729
H -0.2102 -1.9143 -0.2837
N -2.6905 0.4728 -0.0178
H -2.8428 0.7499 -0.9813
H -3.5747 0.1490 0.3551
H -2.4242 1.3110 0.4905

***

60
Properties=species:S:1:pos:R:3 method="wB97M-V/def2-TZVPD" total_charge=-2 homo_lumo_gap_ev=4.7398 e_above_lowest_kcal_mol=0.8
Pd 0.9277 -0.3769 0.6677
S -1.2195 -3.0902 1.8556
P -0.5667 -3.0506 -0.0150
C 0.0487 -1.5628 -0.6538
P 0.6934 -1.1883 -2.1937
S 1.1119 0.7111 -2.6768
C 2.2686 -2.0893 -2.5811
C 2.7419 -2.2199 -3.8871
C 3.9607 -2.8276 -4.1410
C 4.7404 -3.2967 -3.0868
C 4.2897 -3.1476 -1.7852
C 3.0592 -2.5499 -1.5384
C -0.4038 -1.8132 -3.5517
C -0.3531 -3.1125 -4.0413
C -1.2696 -3.5594 -4.9866
C -2.2440 -2.6987 -5.4668
C -2.2909 -1.3898 -4.9988
C -1.3811 -0.9526 -4.0506
C 0.7213 -4.3763 -0.1717
C 0.9079 -5.1656 -1.3014
C 1.9731 -6.0548 -1.3926
C 2.8757 -6.1669 -0.3475
C 2.6970 -5.3887 0.7924
C 1.6295 -4.5105 0.8795
C -1.9500 -3.7050 -1.0345
C -2.8012 -2.7808 -1.6325
C -3.9270 -3.2040 -2.3232
C -4.2207 -4.5572 -2.4236
C -3.3898 -5.4850 -1.8077
C -2.2694 -5.0586 -1.1088
H 2.1529 -1.8274 -4.7078
H 4.3132 -2.9292 -5.1619
H 5.6942 -3.7737 -3.2842
H 4.8872 -3.5047 -0.9539
H 2.7016 -2.4319 -0.5229
H 0.4210 -3.7838 -3.6951
H -1.2205 -4.5823 -5.3424
H -2.9651 -3.0464 -6.1979
H -3.0492 -0.7095 -5.3708
H -1.4101 0.0667 -3.6825
H 0.2091 -5.0966 -2.1236
H 2.0999 -6.6510 -2.2894
H 3.7141 -6.8507 -0.4184
H 3.3951 -5.4679 1.6185
H 1.4761 -3.9076 1.7682
H -2.5672 -1.7266 -1.5382
H -4.5740 -2.4726 -2.7933
H -5.0957 -4.8868 -2.9730
H -3.6193 -6.5436 -1.8636
H -1.6477 -5.7865 -0.6020
S -0.6794 1.1217 1.0117
N 3.3842 1.3059 -0.3719
C 4.3526 0.3965 -0.0273
C 4.1243 0.1026 1.2820
N 3.0132 0.7795 1.7489
C 2.5978 1.4854 0.7207
H 3.0373 1.4912 -1.3057
H 5.0628 0.0194 -0.7429
H 4.6690 -0.5817 1.9135
H 1.7077 2.1007 0.7052

***

17
Properties=species:S:1:pos:R:3 method="wB97M-V/def2-TZVPD" smiles=NP1NCC[C@@H](O)O1 total_charge=0 homo_lumo_gap_ev=9.4797 e_above_lowest_kcal_mol=50.8
N -2.0923 -0.5136 -0.8729
P -1.5173 -0.8451 0.6698
N -1.0225 0.7809 1.0570
C 0.3684 1.2074 0.8304
C 0.8486 0.5214 -0.4428
C 0.9084 -0.9640 -0.4513
O 2.1811 -1.4817 -0.0622
O -0.1156 -1.5731 0.3481
H -2.0447 0.4348 -1.3896
H -2.9952 -0.8419 -1.2446
H -1.2645 0.8929 1.9502
H 1.0853 0.9376 1.5948
H 0.3668 2.3391 0.5386
H 0.2224 0.9056 -1.2756
H 1.8575 0.7648 -0.6558
H 0.8161 -1.3776 -1.4706
H 2.3975 -1.1874 0.8765

***

103
Properties=species:S:1:pos:R:3 method="wB97M-V/def2-TZVPD" total_charge=+2 homo_lumo_gap_ev="8.4435 / 3.2526" multiplicity=2 s2=0.757
Li -2.4310 -1.0732 1.6246
C -0.5159 -5.6584 -5.1856
O -0.7223 -4.8784 -3.9932
C -1.9239 -4.1320 -3.8454
C -1.8837 -3.1915 -2.6042
N -1.8424 -4.0583 -1.2791
H -2.4488 -3.6345 -0.5915
H -2.3114 -4.8992 -1.5841
C -0.3676 -4.3803 -0.8149
C -0.2464 -5.1830 0.5426
O -0.9620 -6.4010 0.3105
C -0.9275 -7.2906 1.3701
H -0.7034 -5.1465 -6.1295
H -1.3174 -6.3949 -5.1288
H 0.4349 -6.1910 -5.2064
H -2.7430 -4.8503 -3.8792
H -2.1934 -3.6020 -4.7590
H -2.7886 -2.5896 -2.5210
H -1.0703 -2.4758 -2.4846
H -0.0826 -3.3289 -0.7770
H 0.1911 -4.7460 -1.6764
H -0.6432 -4.6751 1.4216
H 0.7452 -5.5638 0.7871
H -1.6960 -8.0566 1.2665
H -0.9970 -6.8591 2.3687
H 0.0274 -7.8160 1.3813
Cl 0.4794 0.2517 -0.4630
O 1.7255 -0.0989 0.2173
O 0.3970 1.6873 -0.4529
O 0.2715 -0.1112 -1.8207
O -0.4508 -0.4082 0.4006
C -0.9559 2.9914 -3.7530
C 0.0379 3.8192 -4.6371
C 1.5041 3.6020 -4.1456
F 1.6308 4.0604 -2.8301
F 1.7969 2.3289 -4.2536
F -0.0657 3.3767 -5.8837
F -0.3078 5.1321 -4.5975
O -2.2381 2.7846 -4.3410
C -3.1741 1.9686 -3.6401
C -3.1513 0.5106 -4.2447
F -3.9836 -0.3047 -3.5833
F -3.3995 0.5403 -5.5457
F -2.9268 1.9138 -2.3254
F -4.2975 2.7124 -3.8320
H -1.1204 3.5974 -2.8621
H -0.5400 2.0199 -3.4860
H 2.1462 4.0999 -4.8722
H -2.1786 0.0434 -4.0911
C -1.2731 4.5989 0.4168
C -1.0626 4.9291 1.8847
C -0.3101 3.7859 2.6159
F -0.2489 3.9592 3.8769
F -0.7530 2.5901 2.3911
F -0.4814 6.1236 1.9849
F -2.2241 4.9702 2.6215
O -2.2569 5.4592 -0.0471
C -1.9364 6.4943 -0.9009
C -3.2228 7.2726 -1.1192
F -3.2672 7.8200 -2.2963
F -4.3998 6.6854 -0.8577
F -1.0524 7.3043 -0.2499
F -1.3244 5.9398 -1.9465
H -1.4539 3.5438 0.2118
H -0.3868 4.8086 -0.1822
H 0.7436 3.8424 2.3427
H -3.3014 8.0838 -0.3954
C 5.0496 0.0472 3.7541
C 4.7557 1.4891 3.4257
C 3.2336 1.7715 3.3747
F 2.5144 1.6086 4.4732
F 2.9257 2.9961 2.9730
F 5.3883 2.1767 4.4338
F 5.4792 1.7891 2.4056
O 4.6074 -0.7231 2.6547
C 3.9938 -1.9810 2.9963
C 3.9181 -2.8360 1.7540
F 5.0249 -3.1700 1.0723
F 3.0168 -3.9159 1.8734
F 4.7157 -2.5438 3.9682
F 2.8313 -1.7293 3.5637
H 4.6109 -0.1900 4.7233
H 6.1296 -0.0946 3.7941
H 2.8767 0.9843 2.7107
H 3.2513 -2.2361 1.1346
C -1.1316 -2.9570 4.4760
C -0.3316 -2.0302 3.6549
C -0.9830 -0.6935 3.7953
O -2.3334 -1.0667 3.7237
C -2.5149 -2.2810 4.5339
H -0.6927 -3.1403 5.4568
H -1.2597 -3.9339 4.0096
H -0.1711 -2.3484 2.6248
H 0.6578 -2.0939 4.1077
H -0.7019 0.0650 3.0648
H -0.7835 -0.2851 4.7860
H -3.1824 -2.9635 4.0077
H -2.8109 -1.9674 5.5350
C 3.5283 2.9307 -0.4461
Cl 4.7010 4.2599 -0.7232
Cl 3.9646 1.6343 -1.6231
H 3.6700 2.5531 0.5665
H 2.4839 3.2223 -0.5571

***

62
Properties=species:S:1:pos:R:3 method="wB97M-V/def2-TZVPD" total_charge=+3 homo_lumo_gap_ev="5.5148 / 3.4829" multiplicity=5 s2=6.048
Pt -0.0858 0.3752 0.2196
Se 1.5508 -4.7757 -5.3003
N 0.3211 -4.7276 -3.9240
C 0.5553 -3.6584 -3.1815
C -0.2944 -3.2271 -2.0655
C -1.3672 -4.0059 -1.6119
C -2.1986 -3.4381 -0.5717
C -1.8559 -2.1939 -0.0862
N -0.7416 -1.4881 -0.4597
C -0.0203 -1.9678 -1.4815
C 1.1323 -1.1965 -1.9564
N 1.3080 -0.0899 -1.2052
C 2.4839 0.5481 -1.2502
C 3.5453 0.1293 -2.0746
C 3.3548 -0.9916 -2.9270
C 2.0834 -1.6078 -2.8936
C 1.6589 -2.7862 -3.7016
N 2.2782 -3.0958 -4.8196
H -1.6632 -4.8934 -2.1765
H -3.0385 -3.9912 -0.1000
H -2.4306 -1.7258 0.7136
H 2.5984 1.4782 -0.6339
H 4.5145 0.6409 -2.1069
H 4.0906 -1.3956 -3.6131
C -0.3973 -0.3886 5.3398
N 0.1754 0.8784 4.8767
C 1.6453 0.8629 4.9750
N 2.1700 -0.2380 4.1555
C 1.5911 -1.5364 4.6308
N 0.1098 -1.5147 4.5609
C -0.4242 -1.5495 3.2108
P 0.1603 0.0329 2.3855
C -0.3986 1.3023 3.6304
C 1.9535 0.0227 2.7416
H -1.4881 -0.4664 5.3419
H -0.0971 -0.5360 6.4133
H 1.9937 0.7857 5.9889
H 2.0126 1.7452 4.4529
H 1.8550 -1.7680 5.6518
H 1.9688 -2.4130 4.0521
H -1.5400 -1.6208 3.3134
H -0.1204 -2.4656 2.7281
H -1.5353 1.3084 3.7159
H -0.0525 2.3601 3.3334
H 2.4241 1.0091 2.4723
H 2.4067 -0.7073 2.0752
O -3.0848 0.2858 -2.4844
S -1.7861 0.9613 -2.5966
O -0.6414 0.2784 -3.2209
N -1.1780 1.4964 -1.1063
C -0.7527 2.7850 -1.0957
S 0.1995 3.2592 0.2494
C -1.3454 3.5318 -2.1793
C -1.5500 4.9445 -2.2752
C -2.5892 5.4326 -3.0786
C -3.3202 4.5751 -3.9165
C -2.9972 3.2251 -3.9240
C -1.9419 2.7030 -3.1545
H -0.7619 5.5376 -1.8609
H -2.7565 6.4725 -3.0994
H -4.1542 4.9159 -4.4972
H -3.5322 2.5768 -4.5983

***

69
Properties=species:S:1:pos:R:3 method="wB97M-V/def2-TZVPD" total_charge=-1 homo_lumo_gap_ev=7.1951 e_above_lowest_kcal_mol=19.1
La 1.3349 1.1419 -0.1476
C 4.6284 4.2721 0.7765
C 4.0311 2.9144 0.5465
O 2.7376 2.8869 0.3621
C 4.8000 1.7860 0.4809
C 4.2433 0.4542 0.3935
C 4.8191 -0.5234 -0.5879
N 3.2535 0.0167 1.1327
N 3.0197 0.7534 2.3131
C 1.7989 0.9989 2.6656
O 0.6923 0.8264 1.9618
C 1.5975 1.6229 4.0111
C 2.5974 1.6024 4.9780
C 2.3816 2.1863 6.2162
C 1.1680 2.8024 6.4985
C 0.1682 2.8222 5.5371
C 0.3801 2.2309 4.2984
H 3.8711 4.9270 1.2037
H 4.9391 4.7088 -0.1765
H 5.4955 4.2371 1.4343
H 5.8763 1.9052 0.4143
H 5.7966 -0.8349 -0.2022
H 4.9842 -0.0696 -1.5651
H 4.1830 -1.3988 -0.6916
H 3.5429 1.1321 4.7438
H 3.1640 2.1619 6.9649
H 1.0056 3.2612 7.4662
H -0.7814 3.2973 5.7506
H -0.3934 2.2273 3.5430
S 1.3595 -1.3777 -1.6003
C 1.2576 -1.0157 -3.3025
C 1.2234 -2.1909 -4.1661
N 1.1820 -3.1591 -4.7886
C 1.1266 0.2144 -3.8627
S 0.9920 1.7282 -3.0180
C 0.9970 0.2763 -5.3167
N 0.8658 0.3515 -6.4581
C -2.5005 -4.0893 -3.7438
C -3.2069 -2.9318 -4.4397
C -3.2967 -1.6716 -3.5814
C -1.9253 -1.0665 -3.3270
N -1.9424 0.1215 -2.4870
C -1.9911 0.1367 -1.1548
S -1.7848 1.6376 -0.3323
N -2.1711 -1.0315 -0.5242
C -2.0209 -1.2513 0.9134
C -3.1685 -2.0810 1.4646
C -4.5403 -1.4314 1.3127
C -4.6526 -0.1054 2.0537
H -2.5306 -5.0003 -4.3427
H -2.9754 -4.3137 -2.7835
H -1.4470 -3.8767 -3.5573
H -4.2178 -3.2336 -4.7267
H -2.6885 -2.6974 -5.3747
H -3.7883 -1.9102 -2.6310
H -3.9240 -0.9175 -4.0628
H -1.4689 -0.7663 -4.2714
H -1.2249 -1.7906 -2.8952
H -1.6062 0.9921 -2.8777
H -2.0362 -1.8525 -1.0977
H -1.9445 -0.2728 1.3807
H -1.0649 -1.7535 1.0853
H -2.9632 -2.2633 2.5249
H -3.1629 -3.0677 0.9883
H -5.3029 -2.1282 1.6715
H -4.7526 -1.2804 0.2498
H -4.3809 -0.2256 3.1065
H -5.6673 0.2948 2.0215
H -3.9912 0.6510 1.6286

***

20
Properties=species:S:1:pos:R:3 method="wB97M-V/def2-TZVPD" smiles="O=[P@@](O)(ON=C=S)Oc1ccccc1" total_charge=0 homo_lumo_gap_ev=7.5049 e_above_lowest_kcal_mol=166.4
O 1.9318 0.9634 -0.5928
P 2.0387 -0.5661 -0.0938
O 2.0406 -1.7018 -1.4599
O 3.6222 -0.8058 0.6754
N 3.9261 0.2407 1.4626
C 4.8258 1.0962 0.8141
S 5.3324 2.5101 -0.0536
O 0.7179 -1.0104 0.9596
C -0.5776 -0.5206 0.4632
C -1.0742 -0.4747 -1.0992
C -2.5540 0.1133 -1.5771
C -3.5893 0.6376 -0.4186
C -3.1397 0.5909 1.1622
C -1.6520 0.0145 1.6255
H 1.3365 -2.3730 -1.1784
H -0.3811 -0.8690 -1.9649
H -2.8461 0.1301 -2.7211
H -4.6454 1.0376 -0.7347
H -3.9128 0.9914 1.9512
H -1.3998 -0.0044 2.7803

***

10
Properties=species:S:1:pos:R:3 method="wB97M-V/def2-TZVPD" smiles=Nc1cnn[nH]1 total_charge=0 homo_lumo_gap_ev=10.0180 e_above_lowest_kcal_mol=71.5
N 1.8213 -0.1665 -0.1431
C 0.2671 -0.1803 0.0504
C -0.5076 1.0184 -0.0275
N -1.8747 0.7445 -0.0423
N -1.8838 -0.5778 -0.0460
N -0.8324 -1.1351 -0.0748
H 2.1356 0.6720 -0.5135
H 2.1147 -0.3256 0.8478
H -0.3026 2.0748 0.0264
H -0.9376 -2.1245 -0.0774

***

10
Properties=species:S:1:pos:R:3 method="wB97M-V/def2-TZVPD" total_charge=0 homo_lumo_gap_ev=10.5916 e_above_lowest_kcal_mol=5.1
C -0.3274 2.9163 -0.5739
C 0.1160 -0.7934 0.1412
O -0.2312 -0.9316 -0.9884
O 0.4139 2.1020 -0.1910
F -0.5328 4.0840 0.0516
F 0.2576 -4.2589 0.6472
Br -1.0996 -0.5657 1.6879
Br 1.8525 -0.6506 0.7016
H -0.9583 2.8979 -1.3980
H 0.5094 -4.8001 -0.0782

***

We obtain F_max values of 3.84; 0.60; 0.64; 0.54; 4.62; 5.27; 3.06; 1.97; 8.34; 9.95; 2.24 eV Å⁻¹ for the records listed above, in that order.
We obtain total energy values of -124778.2339; -68895.2237; -8695.2875; -86969.9269; -19621.1864; -152505.1145; -141817.9426; -72851.4920; -37148.7619; -8096.2146; -151720.8785 eV for the records listed above, in that order.